1.
The molecule C2H3NO3. Source: the Open Molecules 2025 dataset; level of theory: the ωB97M-V functional and the def2-TZVPD basis.

ORCA input file:
```
! RIJCOSX wB97M-V def2-TZVPD def2/J DEFGRID3
* xyz 0 1
N 3.1410 0.1106 0.0364
C 2.0129 -0.0707 0.0660
C 0.5298 -0.2345 0.0281
O -0.0220 -1.4258 -0.3954
O -0.0312 0.8626 -0.6369
O -0.0120 -0.1423 1.4061
H -0.8945 -1.6746 -0.0390
H -0.0927 0.5081 -1.4823
H 0.6181 0.3617 1.8680
*
```

Computed properties:
orbital gap = 0.457 Ha

***

2.
The molecule C2H3NO3. Source: the Open Molecules 2025 dataset; level of theory: the ωB97M-V functional and the def2-TZVPD basis.

ORCA input file:
```
! RIJCOSX wB97M-V def2-TZVPD def2/J DEFGRID3
* xyz 0 1
O 1.6007 0.7649 -0.7726
C 1.9045 -0.0162 0.1153
O 1.0241 -0.8992 0.6374
N -0.2253 -0.9121 -0.0182
C -1.0429 0.0554 0.0277
O -2.3368 -0.2189 -0.5476
H 2.8710 -0.3617 0.6283
H -0.9377 0.9690 0.4957
H -2.8577 0.6189 -0.5659
*
```

Computed properties:
orbital gap = 0.403 Ha

***

3.
A cluster of 2 separate species, C2H3NO3 in total. Source: the Open Molecules 2025 dataset; level of theory: the ωB97M-V functional and the def2-TZVPD basis.

ORCA input file:
```
! RIJCOSX wB97M-V def2-TZVPD def2/J DEFGRID3
* xyz 0 1
C -2.0119 0.8650 -1.2665
C 0.1013 -0.2140 0.3935
N 0.4297 -0.4202 -0.7811
O -0.8756 -0.6060 1.2373
O 0.8771 0.6344 1.0667
O -1.5016 1.5526 -2.0071
H -1.5526 -0.9585 0.7023
H 1.5384 1.0935 0.5819
H -0.0951 -0.9358 -1.4934
*
```

Computed properties:
orbital gap = 0.408 Ha

***

4.
A structure of composition C2H3NO3. Source: the Open Molecules 2025 dataset; level of theory: the ωB97M-V functional and the def2-TZVPD basis.

ORCA input file:
```
! RIJCOSX wB97M-V def2-TZVPD def2/J DEFGRID3
* xyz 0 1
C 0.2271 -1.2608 -0.0209
C 0.3111 0.0138 -0.8327
O -1.2439 0.8754 0.5327
O 1.5467 -0.1850 0.4780
N -0.6035 0.9210 -0.7484
O -0.3668 -2.0032 0.6263
H -1.9921 1.4714 0.4160
H 1.2811 0.2190 1.3205
H 0.8403 -0.0517 -1.7715
*
```

Computed properties:
orbital gap (spin up / spin down) = 0.318 / 0.318 Ha

***

5.
The molecule C2H3NO5. Source: the Open Molecules 2025 dataset; level of theory: the ωB97M-V functional and the def2-TZVPD basis.

ORCA input file:
```
! RIJCOSX wB97M-V def2-TZVPD def2/J DEFGRID3
* xyz 0 1
O 0.8053 -1.9055 -1.3637
C 0.0102 -1.2147 -0.7253
O -0.5053 -1.5979 0.4380
N 0.4299 0.1820 -0.9817
O -0.7863 0.6471 -0.3569
C 0.1415 1.2969 0.6965
O 1.1294 0.9055 1.2431
O -0.6597 2.1738 1.2829
H -0.3721 -2.5471 0.5712
H 1.3264 -0.1555 -1.6409
H -1.5193 2.2154 0.8369
*
```

Computed properties:
orbital gap = 0.353 Ha

***

6.
The molecule C2H3NOS. Source: the Open Molecules 2025 dataset; level of theory: the ωB97M-V functional and the def2-TZVPD basis.

ORCA input file:
```
! RIJCOSX wB97M-V def2-TZVPD def2/J DEFGRID3
* xyz 0 1
C 1.7092 -0.7337 0.0600
C -0.5250 0.0515 -0.2504
N 0.5740 -0.2860 -0.1290
O -2.5330 1.1013 -0.0802
S -2.0958 -0.3527 0.0362
H 2.4267 -0.9179 -0.7570
H 1.9856 -0.6365 1.1136
H -1.5416 1.7740 0.0068
*
```

Computed properties:
orbital gap = 0.308 Ha

***

7.
A structure of composition C2H3NOS. Source: the Open Molecules 2025 dataset; level of theory: the ωB97M-V functional and the def2-TZVPD basis.

ORCA input file:
```
! RIJCOSX wB97M-V def2-TZVPD def2/J DEFGRID3
* xyz 0 3
C 2.9854 -0.6355 -0.0169
C 0.1895 0.1327 0.0710
N 3.5385 -1.6416 -0.0347
O 1.6999 2.0917 -0.6208
S 1.6076 1.1942 0.4542
H -0.7171 0.2707 0.6593
H 0.3820 -0.9222 0.3007
H -0.0558 0.3607 -1.0671
*
```

Computed properties:
<S²> = 2.013
orbital gap (spin up / spin down) = 0.324 / 0.258 Ha

***

8.
The molecule C2H3NOS2. Source: the Open Molecules 2025 dataset; level of theory: the ωB97M-V functional and the def2-TZVPD basis.

ORCA input file:
```
! RIJCOSX wB97M-V def2-TZVPD def2/J DEFGRID3
* xyz 0 1
O 1.6210 -0.5486 -1.2501
C 0.9366 -1.0184 -0.4031
C 0.0157 -0.1863 0.4427
N -0.1397 1.0968 -0.0936
S -1.2771 2.2277 0.6396
S -1.5395 1.2502 -1.1696
H 0.7044 -2.1218 -0.3669
H 0.6605 -0.1266 1.4176
H -0.9819 -0.5730 0.7834
*
```

Computed properties:
orbital gap = 0.307 Ha

***

9.
The molecule C2H3NOS2. Source: the Open Molecules 2025 dataset; level of theory: the ωB97M-V functional and the def2-TZVPD basis.

ORCA input file:
```
! RIJCOSX wB97M-V def2-TZVPD def2/J DEFGRID3
* xyz 0 1
S 2.2666 -2.9593 3.1143
N 1.5548 -1.9012 2.2579
C 1.0379 -1.1161 1.5528
C 0.4233 -0.0710 0.7726
O -0.9715 -0.3369 0.5990
S -1.7510 0.4410 -0.6481
H 0.5483 0.8914 1.2955
H 0.9164 -0.0037 -0.2093
H -1.6542 -0.5508 -1.5592
*
```

Computed properties:
orbital gap = 0.310 Ha

***

10.
The molecule C2H3NOS2. Source: the Open Molecules 2025 dataset; level of theory: the ωB97M-V functional and the def2-TZVPD basis.

ORCA input file:
```
! RIJCOSX wB97M-V def2-TZVPD def2/J DEFGRID3
* xyz 0 1
S -2.1804 -0.3184 0.0101
C -0.5881 -0.3684 0.3697
C 0.3608 0.6304 0.8896
S 1.7854 0.1310 -0.0600
O 1.4297 -1.5286 0.3024
N 0.0406 -1.6394 0.2842
H 0.0931 1.6163 0.5343
H 0.7051 0.3933 1.9190
H -0.5237 -2.3835 -0.1537
*
```

Computed properties:
orbital gap = 0.302 Ha

***

Calculated energy above the lowest of the compared OMol25 structures with the same formula, charge and spin in order - 221.41; 354.07; 163.55; 553.61; 347.68; 445.36; 370.28; 284.46; 305.89; 316.11 kJ/mol